[1]
The ion CH3O2S with charge -1 at a distorted geometry, computed with ωB97M-V/def2-TZVPD.

Cartesian coordinates (Å):
C  -0.20  -0.03  0.26
O  -2.59  0.58  1.13
O  -1.50  -1.77  1.56
S  -1.18  -0.33  1.71
H  -0.46  1.01  0.07
H  -0.59  -0.67  -0.68
H  0.88  -0.16  0.43

Output
E_HOMO   -3.24 eV
Strongest force on any atom   5.96 eV/Å
Total charge   -1
2S+1   1
E   -16015.25065 eV

Atomic partial charges in e from the Löwdin method, atoms 1 to 6: atom 1 (C): -0.379, atom 2 (O): -0.724, atom 3 (O): -0.634, atom 4 (S): 0.626, atom 5 (H): 0.001, atom 6 (H): 0.094


[2]
The ion CH3O2S2 with charge -1 at a distorted geometry, computed with ωB97M-V/def2-TZVPD.

Cartesian coordinates (Å):
C  -0.93  -0.03  -0.23
O  0.50  -0.68  1.93
O  1.71  -0.07  -0.16
S  -0.40  1.34  -1.24
S  0.68  -0.93  0.48
H  -1.19  0.35  0.72
H  -1.41  -0.89  -0.67
H  1.04  0.91  -0.83

Output
E_HOMO   -3.79 eV
Strongest force on any atom   2.28 eV/Å
Total charge   -1
2S+1   1
E   -26851.67498 eV

Atomic partial charges in e from the Löwdin method, atoms 1 to 6: atom 1 (C): -0.753, atom 2 (O): -0.582, atom 3 (O): -0.604, atom 4 (S): 0.432, atom 5 (S): 0.626, atom 6 (H): -0.022


[3]
A cluster of 2 separate species, CH3O3PS in total at a distorted geometry, computed with ωB97M-V/def2-TZVPD.

Cartesian coordinates (Å):
C  1.71  -0.11  -0.01
O  2.46  0.98  -0.21
O  1.96  -1.04  -0.91
O  1.01  -0.28  0.96
P  -3.58  -0.72  0.43
S  -4.14  0.75  -0.70
H  2.73  1.52  0.57
H  2.37  -0.62  -1.79
H  -4.53  -0.48  1.67

Output
Structure (SMILES)   O=C(O)O.P=S
E_HOMO   -8.77 eV
Strongest force on any atom   3.77 eV/Å
2S+1   1
E   -27351.26766 eV

Atomic partial charges in e from the Löwdin method, atoms 1 to 6: atom 1 (C): -0.685, atom 2 (O): 0.102, atom 3 (O): 0.121, atom 4 (O): 0.106, atom 5 (P): 0.202, atom 6 (S): -0.048